49
Properties=species:S:1:pos:R:3:mulliken_charge:R:1 method="wB97M-V/def2-TZVPD" largest_force_ev_per_a=2.39 relative_energy_kj_mol=301.66 orbital_gap_ev=8.438 energy_ha=-1417.62110 lumo_ev=0.125 smiles="CN(CCO)Cc1cc(C(=O)c2cccs2)cc(C(C)(C)C)c1O"
S -1.55 -2.76 -3.08 -0.02
O 0.80 -4.03 -0.12 -0.63
O -0.08 1.96 1.40 -0.68
O 4.44 2.46 -2.14 -0.53
N 2.62 1.97 1.17 0.14
C -2.91 1.15 2.21 -1.83
C -2.07 -5.30 -3.00 -0.39
C -0.01 -1.84 -0.26 0.14
C 2.34 0.55 1.47 -1.18
C -1.25 -1.15 -0.13 -0.70
C -1.35 0.11 0.45 -0.53
C 3.29 2.73 2.26 -1.13
C 0.05 -3.24 -0.73 0.32
C -2.78 2.03 -0.22 -1.58
C -3.94 -0.07 0.34 -2.10
C -2.36 -4.17 -3.75 -0.45
C 4.32 2.23 -0.68 -0.36
C 1.14 0.01 0.78 1.08
C -0.80 -3.74 -1.82 0.07
C 2.87 2.36 -0.25 -0.81
C -0.15 0.71 0.85 1.22
C 1.19 -1.25 0.20 -1.34
C -1.18 -5.05 -1.89 -0.62
C -2.70 0.79 0.72 2.07
H -2.76 1.66 -1.24 0.37
H -3.77 2.54 -0.01 0.39
H -0.84 -5.84 -1.25 0.47
H -2.14 -1.67 -0.47 0.73
H -2.39 -6.29 -3.31 0.38
H 2.15 -1.77 0.16 0.44
H 3.13 3.82 2.11 0.31
H 3.25 -0.01 1.17 0.22
H 2.27 1.77 -0.92 0.31
H -1.98 2.75 -0.05 0.35
H 2.80 2.49 3.21 0.36
H 4.94 2.97 -0.13 0.29
H 4.35 2.49 2.32 0.35
H -2.37 2.01 2.52 0.40
H -2.95 -4.23 -4.64 0.43
H -4.86 0.51 0.56 0.46
H -2.60 0.33 2.82 0.42
H 2.22 0.40 2.54 0.49
H 5.35 2.64 -2.37 0.32
H 2.60 3.40 -0.45 0.47
H -3.97 1.37 2.50 0.40
H 4.71 1.23 -0.34 0.19
H -3.98 -0.31 -0.73 0.37
H 0.87 2.27 1.30 0.50
H -3.94 -0.98 0.94 0.45